Entry from the Open Molecules 2025 dataset: a molecular structure, C36H46BBrF6IN9PRbS2Si in a non-equilibrium geometry (the ωB97M-V functional and the def2-TZVPD basis).

Structure (ORCA input):
```
! RIJCOSX wB97M-V def2-TZVPD def2/J DEFGRID3
* xyz -1 2
Rb 11.547 13.926 12.372
C 15.427 15.134 9.997
N 16.181 13.950 10.318
C 16.918 13.806 11.436
C 17.381 12.471 11.417
N 16.999 11.893 10.241
B 17.117 10.391 10.107
N 15.643 9.789 10.099
C 15.499 8.520 9.577
C 14.263 8.028 9.836
N 13.609 9.075 10.562
C 12.202 9.122 10.910
C 14.474 10.116 10.649
S 13.943 11.674 11.185
C 16.268 12.782 9.522
S 15.713 12.644 7.986
H 15.928 15.575 9.119
H 15.259 15.743 10.846
H 14.458 14.760 9.644
H 16.938 14.595 12.203
H 18.005 11.951 12.135
H 17.626 10.147 9.027
H 17.635 9.916 11.081
H 16.318 8.001 9.105
H 13.762 7.023 9.691
H 11.935 10.176 10.936
H 11.959 8.525 11.812
H 11.622 8.650 10.059
C 7.237 14.167 9.404
C 6.779 13.195 8.523
C 7.676 12.245 8.091
C 9.000 12.276 8.615
N 9.417 13.279 9.389
C 8.560 14.220 9.755
C 10.048 11.341 8.128
C 9.780 10.135 7.490
C 10.847 9.431 6.974
C 12.146 9.909 7.140
C 12.298 11.075 7.812
N 11.304 11.775 8.312
H 6.518 14.947 9.728
H 5.739 13.159 8.201
H 7.432 11.424 7.423
H 8.998 15.065 10.330
H 8.745 9.741 7.453
H 10.753 8.507 6.422
H 12.992 9.408 6.710
H 13.316 11.425 8.017
F 14.208 15.027 12.685
P 14.991 15.551 14.047
F 16.232 16.053 13.088
F 14.327 16.995 13.862
F 15.673 14.135 14.167
F 13.745 15.063 14.893
F 15.777 16.040 15.367
C 12.170 15.888 5.967
C 11.966 14.614 6.810
N 11.666 14.970 8.165
C 11.942 16.141 8.804
N 11.838 16.163 10.078
C 12.214 17.346 10.897
C 12.480 18.560 10.010
C 13.233 18.236 8.714
N 12.476 17.187 7.996
C 13.103 16.824 6.752
H 11.227 16.394 5.856
H 12.522 15.617 4.987
H 12.791 13.934 6.696
H 11.153 14.022 6.476
H 11.316 14.203 8.741
H 13.012 17.107 11.563
H 11.374 17.589 11.536
H 13.069 19.357 10.497
H 11.470 19.046 9.782
H 14.280 17.917 8.812
H 13.224 19.130 7.993
H 14.076 16.396 6.887
H 13.294 17.802 6.234
Br 8.288 8.525 15.543
C 8.410 7.786 13.756
C 8.601 6.425 13.584
C 8.839 5.935 12.287
C 8.854 6.765 11.149
C 8.563 8.112 11.352
C 8.346 8.597 12.664
I 8.160 10.759 12.720
H 8.666 5.838 14.466
H 9.054 4.897 12.237
H 8.973 6.431 10.150
H 8.435 8.763 10.478
C 9.804 17.206 14.379
Si 8.467 16.760 13.102
C 6.952 17.612 13.744
C 8.698 17.600 11.423
C 8.325 15.012 12.936
C 8.278 13.799 12.789
H 10.067 18.284 14.370
H 10.697 16.678 14.158
H 9.471 17.000 15.430
H 7.317 18.554 14.204
H 6.552 16.951 14.551
H 6.142 17.855 13.070
H 8.888 18.694 11.379
H 7.653 17.413 11.070
H 9.374 17.083 10.692
*
```

⟨S²⟩: 0.772
HOMO-LUMO gap (alpha / beta): 7.3 / 4.8 eV
HOMO energy (alpha / beta): -5.3 / -5.3 eV

These are the Löwdin partial charges, in e, on atoms 1 to 99: atom 1 (Rb): 0.526, atom 2 (C): -0.025, atom 3 (N): -0.099, atom 4 (C): 0.033, atom 5 (C): 0.022, atom 6 (N): -0.023, atom 7 (B): -0.460, atom 8 (N): 0.000, atom 9 (C): -0.101, atom 10 (C): -0.038, atom 11 (N): -0.129, atom 12 (C): -0.059, atom 13 (C): -0.706, atom 14 (S): 0.599, atom 15 (C): -0.806, atom 16 (S): 0.795, atom 17 (H): 0.101, atom 18 (H): 0.065, atom 19 (H): 0.085, atom 20 (H): 0.115, atom 21 (H): 0.133, atom 22 (H): 0.075, atom 23 (H): 0.078, atom 24 (H): 0.111, atom 25 (H): 0.132, atom 26 (H): 0.026, atom 27 (H): 0.100, atom 28 (H): 0.094, atom 29 (C): -0.056, atom 30 (C): -0.068, atom 31 (C): -0.019, atom 32 (C): -0.210, atom 33 (N): 0.115, atom 34 (C): -0.154, atom 35 (C): -0.211, atom 36 (C): -0.029, atom 37 (C): -0.070, atom 38 (C): -0.067, atom 39 (C): -0.169, atom 40 (N): 0.143, atom 41 (H): 0.119, atom 42 (H): 0.107, atom 43 (H): 0.095, atom 44 (H): 0.080, atom 45 (H): 0.115, atom 46 (H): 0.101, atom 47 (H): 0.103, atom 48 (H): 0.051, atom 49 (F): -0.272, atom 50 (P): 0.118, atom 51 (F): -0.192, atom 52 (F): -0.142, atom 53 (F): -0.125, atom 54 (F): -0.138, atom 55 (F): -0.144, atom 56 (C): -0.128, atom 57 (C): -0.197, atom 58 (N): 0.078, atom 59 (C): -0.384, atom 60 (N): 0.052, atom 61 (C): -0.211, atom 62 (C): -0.158, atom 63 (C): -0.162, atom 64 (N): -0.072, atom 65 (C): -0.190, atom 66 (H): 0.108, atom 67 (H): 0.101, atom 68 (H): 0.089, atom 69 (H): 0.096, atom 70 (H): 0.089, atom 71 (H): 0.078, atom 72 (H): 0.075, atom 73 (H): 0.109, atom 74 (H): 0.131, atom 75 (H): 0.115, atom 76 (H): 0.133, atom 77 (H): 0.107, atom 78 (H): 0.127, atom 79 (Br): 0.658, atom 80 (C): -0.718, atom 81 (C): -0.131, atom 82 (C): -0.083, atom 83 (C): -0.088, atom 84 (C): -0.180, atom 85 (C): -0.691, atom 86 (I): 0.906, atom 87 (H): 0.082, atom 88 (H): 0.083, atom 89 (H): 0.086, atom 90 (H): 0.080, atom 91 (C): -0.182, atom 92 (Si): 0.321, atom 93 (C): -0.207, atom 94 (C): -0.195, atom 95 (C): -0.385, atom 96 (C): -0.299, atom 97 (H): 0.035, atom 98 (H): -0.015, atom 99 (H): 0.048

---

Entry from the Open Molecules 2025 dataset: a single C2H4N2O molecule (the ωB97M-V functional and the def2-TZVPD basis).

Structure (ORCA input):
```
! RIJCOSX wB97M-V def2-TZVPD def2/J DEFGRID3
* xyz 0 1
H -1.709 1.581 1.596
N -0.819 1.090 1.665
C -0.713 0.473 0.561
N 0.424 -0.312 0.311
C 0.971 -0.766 -0.873
O 1.888 -1.555 -0.926
H -1.508 0.485 -0.185
H 0.888 -0.631 1.153
H 0.514 -0.327 -1.777
*
```

HOMO-LUMO gap: 11.1 eV
HOMO energy: -10.2 eV

Formally, the natural (NBO) partial charges of the atoms, in units of the elementary charge, are as follows: atom 1 (H): 0.341, atom 2 (N): -0.633, atom 3 (C): 0.265, atom 4 (N): -0.646, atom 5 (C): 0.539, atom 6 (O): -0.564, atom 7 (H): 0.164, atom 8 (H): 0.418, atom 9 (H): 0.116

---

Entry from the Open Molecules 2025 dataset: a gas-phase ion, C16H21BrNO2S (charge +1) (the ωB97M-V functional and the def2-TZVPD basis).

Structure (ORCA input):
```
! RIJCOSX wB97M-V def2-TZVPD def2/J DEFGRID3
* xyz 1 1
C 2.737 1.566 5.145
C 1.726 1.646 4.014
O 1.862 0.464 3.242
C 1.053 0.237 2.182
C 0.078 1.132 1.756
C -0.769 0.844 0.687
C -1.803 1.835 0.246
N -1.196 2.855 -0.679
C -0.719 2.282 -1.977
C -1.868 1.783 -2.783
C -2.041 0.560 -3.355
C -3.259 0.459 -4.065
C -3.994 1.597 -4.017
S -3.217 2.837 -3.124
C -0.626 -0.356 0.013
C 0.365 -1.234 0.405
Br 0.599 -2.859 -0.544
C 1.228 -0.983 1.478
O 2.091 -1.972 1.725
C 3.197 -1.879 2.616
C 4.317 -1.016 2.051
H 2.673 2.461 5.757
H 2.536 0.698 5.766
H 3.743 1.481 4.744
H 0.707 1.713 4.417
H 1.924 2.527 3.388
H -0.055 2.058 2.293
H -2.225 2.369 1.098
H -2.604 1.335 -0.300
H -0.410 3.300 -0.194
H -1.903 3.568 -0.900
H -0.028 1.464 -1.764
H -0.184 3.073 -2.511
H -1.325 -0.240 -3.292
H -3.573 -0.427 -4.585
H -4.952 1.797 -4.454
H -1.282 -0.624 -0.799
H 2.879 -1.520 3.596
H 3.532 -2.916 2.704
H 4.009 0.025 1.986
H 4.596 -1.365 1.060
H 5.183 -1.083 2.702
*
```

HOMO-LUMO gap: 8.2 eV
HOMO energy: -11.2 eV

Formally, the natural (NBO) partial charges of the atoms, in units of the elementary charge, are as follows: atom 1 (C): -0.620, atom 2 (C): -0.065, atom 3 (O): -0.516, atom 4 (C): 0.335, atom 5 (C): -0.312, atom 6 (C): -0.101, atom 7 (C): -0.242, atom 8 (N): -0.492, atom 9 (C): -0.261, atom 10 (C): -0.273, atom 11 (C): -0.211, atom 12 (C): -0.243, atom 13 (C): -0.366, atom 14 (S): 0.406, atom 15 (C): -0.256, atom 16 (C): -0.098, atom 17 (Br): 0.110, atom 18 (C): 0.253, atom 19 (O): -0.474, atom 20 (C): -0.063, atom 21 (C): -0.638, atom 22 (H): 0.226, atom 23 (H): 0.222, atom 24 (H): 0.219, atom 25 (H): 0.179, atom 26 (H): 0.171, atom 27 (H): 0.219, atom 28 (H): 0.236, atom 29 (H): 0.249, atom 30 (H): 0.439, atom 31 (H): 0.437, atom 32 (H): 0.262, atom 33 (H): 0.240, atom 34 (H): 0.240, atom 35 (H): 0.248, atom 36 (H): 0.257, atom 37 (H): 0.234, atom 38 (H): 0.195, atom 39 (H): 0.202, atom 40 (H): 0.206, atom 41 (H): 0.219, atom 42 (H): 0.227

---

Entry from the Open Molecules 2025 dataset: a molecular structure, C35H35MoN5O6Si in a non-equilibrium geometry (the ωB97M-V functional and the def2-TZVPD basis).

Structure (ORCA input):
```
! RIJCOSX wB97M-V def2-TZVPD def2/J DEFGRID3
* xyz 0 1
Mo -0.306 -0.392 0.824
O 4.150 -0.199 2.042
C 4.518 -1.351 1.453
C 5.879 -1.656 1.480
C 6.347 -2.805 0.878
C 5.474 -3.684 0.239
C 4.126 -3.401 0.224
C 3.622 -2.243 0.825
C 2.171 -1.992 0.802
O 1.749 -0.836 1.180
N 1.353 -2.953 0.421
N 0.078 -2.485 0.504
C -0.889 -3.278 0.302
C -2.201 -2.716 0.591
C -3.399 -3.387 0.452
C -4.562 -2.786 0.902
C -4.482 -1.547 1.512
C -3.247 -0.929 1.595
N -2.139 -1.479 1.101
H 3.178 -0.112 1.948
H 6.548 -0.968 1.982
H 7.408 -3.023 0.904
H 5.849 -4.579 -0.238
H 3.421 -4.069 -0.255
H -0.705 -4.306 0.015
H -3.402 -4.372 0.002
H -5.518 -3.282 0.798
H -5.357 -1.061 1.919
H -3.133 0.041 2.057
O -3.308 1.159 -2.114
C -3.520 2.383 -1.584
C -4.352 3.246 -2.300
C -4.578 4.532 -1.853
C -3.980 4.991 -0.679
C -3.176 4.135 0.043
C -2.942 2.824 -0.381
C -2.084 1.936 0.426
O -1.809 0.754 -0.078
N -1.641 2.321 1.578
N -0.814 1.325 2.103
C -0.258 1.615 3.224
C 0.592 0.723 3.965
C 1.376 1.237 5.012
C 2.169 0.417 5.777
C 2.162 -0.961 5.516
C 1.379 -1.493 4.518
C 0.573 -0.667 3.710
O -0.208 -1.194 2.801
H -2.641 0.703 -1.558
H -4.799 2.874 -3.214
H -5.223 5.187 -2.426
H -4.142 6.006 -0.342
H -2.715 4.457 0.969
H -0.448 2.611 3.617
H 1.353 2.306 5.202
H 2.787 0.824 6.565
H 2.782 -1.620 6.113
H 1.363 -2.557 4.318
C -1.950 -1.512 -4.651
Si -0.303 -0.732 -4.260
C -0.276 1.057 -4.794
C 1.072 -1.650 -5.118
C -0.093 -0.765 -2.450
C -0.118 -0.710 -1.230
H -2.160 -1.533 -5.725
H -2.751 -0.957 -4.153
H -1.969 -2.541 -4.279
H -0.399 1.159 -5.877
H 0.677 1.518 -4.517
H -1.082 1.614 -4.307
H 0.914 -1.645 -6.202
H 1.124 -2.691 -4.787
H 2.040 -1.184 -4.914
C 0.363 3.060 -1.307
C 1.264 2.190 -0.491
C 2.736 2.453 -0.480
O 0.809 1.257 0.140
H 0.920 3.625 -2.053
H -0.149 3.759 -0.639
H -0.397 2.441 -1.787
H 2.928 3.517 -0.325
H 3.137 2.189 -1.463
H 3.233 1.856 0.281
*
```

HOMO-LUMO gap (alpha / beta): 6.4 / 6.4 eV
HOMO energy (alpha / beta): -7.3 / -7.3 eV

Formally, the Löwdin partial charges of the atoms, in units of the elementary charge, are as follows: atom 1 (Mo): 1.726, atom 2 (O): 0.064, atom 3 (C): -0.255, atom 4 (C): -0.015, atom 5 (C): -0.081, atom 6 (C): -0.092, atom 7 (C): -0.029, atom 8 (C): -0.070, atom 9 (C): -0.384, atom 10 (O): -0.179, atom 11 (N): 0.116, atom 12 (N): -0.158, atom 13 (C): -0.043, atom 14 (C): -0.224, atom 15 (C): 0.001, atom 16 (C): -0.043, atom 17 (C): -0.029, atom 18 (C): -0.076, atom 19 (N): -0.022, atom 20 (H): 0.078, atom 21 (H): 0.118, atom 22 (H): 0.104, atom 23 (H): 0.099, atom 24 (H): 0.108, atom 25 (H): 0.141, atom 26 (H): 0.120, atom 27 (H): 0.114, atom 28 (H): 0.113, atom 29 (H): 0.116, atom 30 (O): 0.055, atom 31 (C): -0.259, atom 32 (C): -0.012, atom 33 (C): -0.080, atom 34 (C): -0.093, atom 35 (C): -0.039, atom 36 (C): -0.096, atom 37 (C): -0.438, atom 38 (O): -0.257, atom 39 (N): 0.102, atom 40 (N): -0.102, atom 41 (C): -0.050, atom 42 (C): -0.149, atom 43 (C): -0.048, atom 44 (C): -0.096, atom 45 (C): -0.074, atom 46 (C): -0.008, atom 47 (C): -0.356, atom 48 (O): -0.203, atom 49 (H): 0.068, atom 50 (H): 0.119, atom 51 (H): 0.104, atom 52 (H): 0.099, atom 53 (H): 0.109, atom 54 (H): 0.134, atom 55 (H): 0.111, atom 56 (H): 0.098, atom 57 (H): 0.105, atom 58 (H): 0.119, atom 59 (C): -0.185, atom 60 (Si): 0.389, atom 61 (C): -0.186, atom 62 (C): -0.194, atom 63 (C): -0.162, atom 64 (C): -0.189, atom 65 (H): 0.030, atom 66 (H): 0.024, atom 67 (H): 0.029, atom 68 (H): 0.031, atom 69 (H): 0.026, atom 70 (H): 0.022, atom 71 (H): 0.030, atom 72 (H): 0.030, atom 73 (H): 0.029, atom 74 (C): 0.025, atom 75 (C): -0.401, atom 76 (C): 0.026, atom 77 (O): -0.114, atom 78 (H): 0.093, atom 79 (H): 0.101, atom 80 (H): 0.084, atom 81 (H): 0.096, atom 82 (H): 0.106, atom 83 (H): 0.082

---

Entry from the Open Molecules 2025 dataset: a single C4H4 molecule in a non-equilibrium geometry (the ωB97M-V functional and the def2-TZVPD basis).

Structure (ORCA input):
```
! RIJCOSX wB97M-V def2-TZVPD def2/J DEFGRID3
* xyz 0 1
C -0.307 0.444 -1.997
C 0.091 0.021 -0.906
C 0.377 -0.482 0.355
C 0.004 0.158 1.417
H -0.805 0.562 -3.036
H 1.051 -1.363 0.320
H 0.235 -0.373 2.434
H -0.646 1.032 1.415
*
```

HOMO-LUMO gap: 10.2 eV
HOMO energy: -9.2 eV

Formally, the natural (NBO) partial charges of the atoms, in units of the elementary charge, are as follows: atom 1 (C): -0.240, atom 2 (C): -0.046, atom 3 (C): -0.302, atom 4 (C): -0.320, atom 5 (H): 0.263, atom 6 (H): 0.232, atom 7 (H): 0.201, atom 8 (H): 0.213

---

In the order shown, the computed energy relative to the best compared isomer or geometry (same formula, charge and spin) values come out to 67.1 19.0 0.0 0.0 56.5 kJ/mol.